{"formula": "C28H21F3HfN10O5S", "method": "ωB97M-V/def2-TZVPD", "symbols": ["Hf", "O", "C", "N", "C", "C", "C", "C", "C", "C", "N", "C", "O", "C", "C", "C", "C", "C", "N", "C", "C", "C", "C", "C", "N", "H", "H", "H", "H", "H", "H", "H", "H", "H", "H", "H", "H", "N", "N", "C", "N", "N", "N", "O", "O", "H", "H", "H", "H", "H", "O", "S", "N", "F", "C", "F", "F", "C", "C", "C", "C", "C", "C", "C", "C", "H", "H", "H", "H"], "coordinates": [[-0.3507, -0.5827, 0.7999], [2.2639, -3.9177, -0.7867], [1.6337, -2.8672, -0.7699], [0.9769, -2.3233, 0.2787], [0.7918, -3.1930, 1.3822], [1.7979, -3.9034, 2.0201], [1.4886, -4.7204, 3.0997], [0.1744, -4.8513, 3.5218], [-0.8429, -4.1574, 2.8827], [-0.5427, -3.3133, 1.8174], [-1.4358, -2.4357, 1.1789], [-2.7649, -2.6193, 1.1602], [-3.4130, -3.6080, 1.4610], [-3.4714, -1.3526, 0.7316], [-4.8507, -1.2742, 0.8268], [-5.4733, -0.0760, 0.5287], [-4.6890, 1.0044, 0.1452], [-3.3205, 0.8388, 0.0620], [-2.7174, -0.3190, 0.3394], [1.4803, -2.0963, -2.0513], [2.1946, -2.4993, -3.1739], [2.0148, -1.8080, -4.3580], [1.1167, -0.7487, -4.3713], [0.4377, -0.4382, -3.2048], [0.6096, -1.0965, -2.0625], [2.8118, -3.8277, 1.6545], [2.2773, -5.2686, 3.6003], [-0.0653, -5.4994, 4.3551], [-1.8706, -4.2622, 3.1984], [-5.3871, -2.1565, 1.1447], [-6.5487, 0.0195, 0.5995], [-5.1323, 1.9642, -0.0783], [-2.6673, 1.6525, -0.2254], [2.8605, -3.3442, -3.0755], [2.5555, -2.0885, -5.2524], [0.9375, -0.1726, -5.2688], [-0.2758, 0.3773, -3.1812], [2.3325, 0.0156, 1.1720], [2.8170, -0.4749, 2.3915], [1.9281, -0.7866, 3.3499], [2.3540, -1.0046, 4.5842], [0.6640, -0.8702, 2.9431], [-0.3673, -1.1176, 3.7796], [-0.2162, -1.4485, 4.9500], [-1.4562, -0.9470, 3.2557], [2.9763, -0.2329, 0.4347], [2.2148, 1.0250, 1.2503], [3.7096, -0.1297, 2.7079], [3.3227, -0.9111, 4.8291], [1.6677, -1.3342, 5.2471], [1.3690, 2.0518, 2.8153], [-0.0951, 2.2779, 2.6639], [-0.8584, 1.2305, 1.9510], [0.0210, 6.7421, -5.5553], [0.5518, 6.9202, -4.3257], [1.8287, 7.3041, -4.4974], [-0.1062, 7.9632, -3.7755], [0.4283, 5.6839, -3.4905], [-0.8417, 5.1790, -3.2379], [-0.9877, 4.0340, -2.4798], [0.1347, 3.3751, -1.9670], [1.4042, 3.9003, -2.2254], [1.5518, 5.0482, -2.9836], [-0.0019, 2.1772, -1.2019], [-0.0748, 1.1275, -0.5870], [-1.7100, 5.6859, -3.6387], [-1.9739, 3.6366, -2.2796], [2.2731, 3.3956, -1.8251], [2.5359, 5.4482, -3.1838]], "atomic_forces_ev_per_a": [[0.537, -0.709, -0.058], [0.075, 0.073, 0.018], [-0.130, 0.067, 0.011], [-0.064, -0.162, 0.410], [-0.172, -0.526, -0.105], [-0.003, 0.045, 0.035], [0.056, -0.001, 0.025], [-0.009, -0.004, 0.024], [-0.172, 0.073, -0.032], [0.270, -0.387, -0.111], [-0.080, -0.121, -0.424], [0.087, 0.046, -0.043], [-0.019, 0.015, 0.082], [-0.254, -0.077, -0.074], [0.025, -0.038, -0.055], [0.130, 0.037, -0.042], [-0.110, -0.101, -0.002], [0.118, 0.194, -0.158], [0.367, -0.186, 0.265], [0.066, -0.118, -0.140], [0.056, 0.050, 0.038], [-0.069, 0.045, 0.100], [0.026, -0.056, 0.000], [-0.149, 0.167, -0.087], [-0.125, -0.047, 0.117], [0.000, 0.006, 0.005], [-0.010, -0.019, -0.019], [-0.011, 0.000, -0.009], [0.005, 0.003, 0.015], [0.008, 0.001, 0.012], [-0.001, 0.011, 0.014], [0.042, 0.014, -0.023], [0.022, -0.023, 0.027], [0.019, 0.006, -0.020], [0.004, 0.002, -0.001], [-0.023, -0.011, 0.002], [0.033, 0.000, 0.025], [-0.551, 0.553, 0.083], [0.097, -0.075, -0.045], [-0.211, -0.174, 0.100], [-0.075, 0.033, -0.036], [-0.163, 0.070, -0.699], [-0.186, 0.089, 0.981], [0.152, 0.089, -0.274], [0.178, -0.018, 0.278], [-0.142, -0.213, -0.126], [0.136, 0.134, 0.026], [0.066, 0.054, 0.008], [0.007, -0.021, -0.018], [-0.004, -0.022, 0.105], [-0.280, 0.437, 0.070], [0.308, -0.666, -0.175], [0.200, 0.863, 0.250], [0.054, 0.043, 0.087], [-0.015, 0.122, -0.080], [-0.108, -0.019, 0.002], [0.058, -0.072, -0.058], [0.046, -0.036, 0.022], [0.052, 0.007, 0.004], [-0.023, -0.006, -0.001], [0.096, 0.106, -0.069], [-0.047, -0.036, 0.023], [-0.061, 0.027, -0.022], [0.084, -0.191, 0.017], [-0.202, 0.688, -0.283], [-0.013, -0.013, 0.011], [0.003, -0.012, -0.005], [-0.002, -0.002, -0.013], [-0.005, -0.006, 0.006]], "spin_multiplicity": 1, "fmax_ha_per_bohr": 0.0195, "mol_weight_g_mol": 845.09, "e_homo_ev": -7.692, "e_lumo_ev": -0.46, "orbital_gap_ev": 7.23, "e_above_lowest_kj_mol": 42.4, "total_charge": 0}

{"formula": "C12H12N2", "method": "ωB97M-V/def2-TZVPD", "symbols": ["C", "C", "C", "C", "C", "N", "C", "N", "C", "C", "C", "C", "C", "C", "H", "H", "H", "H", "H", "H", "H", "H", "H", "H", "H", "H"], "coordinates": [[-2.7293, -0.4283, 0.9298], [-1.9200, -0.1746, -0.3287], [-2.4522, 1.0444, -1.0290], [-0.6004, 0.2428, 0.2117], [-0.4029, 1.3073, 0.9570], [0.2980, 2.3280, 1.1063], [0.9697, 2.5219, -0.0477], [1.6228, 1.6098, -0.6341], [1.8048, 0.3194, -0.2857], [3.0793, -0.1850, -0.4689], [3.2842, -1.5432, -0.1688], [2.2174, -2.2767, 0.3451], [0.9559, -1.7721, 0.5506], [0.6875, -0.4403, 0.1646], [-2.2535, -1.3586, 1.4108], [-3.6974, -0.8414, 0.6050], [-2.7804, 0.3966, 1.5910], [-1.8093, -1.0104, -1.0099], [-2.8081, 1.6608, -0.2742], [-3.3493, 0.8729, -1.7031], [-1.6961, 1.4063, -1.7691], [0.9963, 3.5214, -0.3866], [3.5918, 0.3898, -1.2732], [4.3513, -2.0965, -0.2327], [2.4951, -3.2318, 0.7704], [0.1451, -2.2625, 0.9694]], "atomic_forces_ev_per_a": [[-0.350, -4.548, -0.985], [0.379, 0.874, 0.653], [-0.685, -1.232, -3.727], [0.400, -0.536, 0.662], [0.377, 0.466, -0.512], [-1.514, -0.265, 2.632], [1.346, -0.278, -1.173], [0.735, 2.274, -1.567], [-2.037, -0.545, 0.951], [0.171, -1.536, -1.979], [2.178, -0.016, -0.033], [0.789, -0.730, 1.217], [0.590, 2.204, -1.430], [1.917, -1.230, 0.040], [-0.596, 1.560, -0.043], [-0.210, 0.615, 0.444], [-0.090, 0.693, 0.522], [-0.089, -0.376, 0.220], [-0.133, 2.068, 1.020], [0.745, -0.287, 0.920], [-0.496, 0.419, 1.038], [0.135, 1.031, -0.693], [0.592, -0.342, 1.446], [-2.682, 1.579, -0.128], [-0.369, -0.357, -0.278], [-1.105, -1.504, 0.781]], "spin_multiplicity": 1, "fmax_ha_per_bohr": 0.0907, "mol_weight_g_mol": 184.24, "e_homo_ev": -8.509, "e_lumo_ev": 0.03, "orbital_gap_ev": 8.54, "e_above_lowest_kj_mol": 428.5, "smiles": "CC(C)C1=C=NC=Nc2ccccc21", "total_charge": 0}